1.
This record from the Open Molecules 2025 dataset describes 3 unconnected molecules or ions with the total composition C12H18O6 at a distorted geometry. The level of theory is wB97M-V/def2-TZVPD.

Results
- HOMO level (eV) = -10.00
- SMILES = O=C1CCCO1.O=C1CCCO1.O=C1CCCO1
- E_tot (eV) = -25021.2378
- multiplicity = 1

Structure (XYZ):
```
36
C12H18O6 (wB97M-V/def2-TZVPD)
O 2.518 3.460 3.189
C 1.787 2.900 2.413
O 0.669 2.275 2.796
C -0.074 1.817 1.672
C 0.882 1.746 0.491
C 1.927 2.796 0.905
H -0.847 2.567 1.473
H -0.539 0.854 1.870
H 0.365 2.131 -0.390
H 1.337 0.797 0.215
H 1.597 3.760 0.506
H 2.979 2.655 0.675
O 1.399 2.659 -4.140
C 1.221 1.592 -3.638
O 0.066 0.899 -3.819
C 0.100 -0.312 -3.053
C 1.589 -0.599 -2.765
C 2.204 0.800 -2.805
H -0.331 -1.086 -3.682
H -0.439 -0.224 -2.109
H 1.940 -1.288 -3.530
H 1.624 -1.072 -1.784
H 3.196 0.901 -3.237
H 2.289 1.250 -1.815
O -0.506 -1.451 0.213
C -1.311 -1.933 0.938
O -1.924 -1.137 1.880
C -2.753 -1.930 2.727
C -3.081 -3.197 1.943
C -1.854 -3.365 1.040
H -3.713 -1.466 2.950
H -2.176 -2.098 3.637
H -3.868 -3.094 1.197
H -3.236 -4.067 2.574
H -2.037 -3.639 0.005
H -0.999 -3.903 1.458
```

For reference, the Löwdin charges in units of e are: number 1, O, carries 0.11; number 2, C, carries -0.49; number 3, O, carries 0.04; number 4, C, carries -0.15; number 5, C, carries -0.16; number 6, C, carries -0.07; number 7, H, carries 0.13; number 8, H, carries 0.10; number 9, H, carries 0.11; number 10, H, carries 0.10; number 11, H, carries 0.13; number 12, H, carries 0.13; number 13, O, carries 0.12; number 14, C, carries -0.49; number 15, O, carries 0.03; number 16, C, carries -0.15; number 17, C, carries -0.13; number 18, C, carries -0.07; number 19, H, carries 0.12; number 20, H, carries 0.10; number 21, H, carries 0.11; number 22, H, carries 0.10; number 23, H, carries 0.13; number 24, H, carries 0.10; number 25, O, carries 0.12; number 26, C, carries -0.46; number 27, O, carries 0.00; number 28, C, carries -0.16; number 29, C, carries -0.14; number 30, C, carries -0.07; number 31, H, carries 0.13; number 32, H, carries 0.13; number 33, H, carries 0.12; number 34, H, carries 0.12; number 35, H, carries 0.13; number 36, H, carries 0.13

2.
This record from the Open Molecules 2025 dataset describes a molecular structure, C3H7NO at a distorted geometry. The level of theory is wB97M-V/def2-TZVPD.

Results
- HOMO level (eV) = -9.28
- E_tot (eV) = -6757.9242
- multiplicity = 1

Structure (XYZ):
```
12
C3H7NO (wB97M-V/def2-TZVPD)
C -0.383 -0.168 0.435
C 0.885 0.810 0.529
C 0.791 -0.880 -0.506
H -1.921 -0.279 -1.033
H -2.063 0.524 0.367
H -0.805 -0.768 1.239
H 1.397 1.105 1.467
H 0.439 1.674 -0.089
H 0.911 -2.045 0.054
H 0.436 -0.699 -1.579
N -1.375 0.474 -0.482
O 1.688 0.252 -0.402
```

For reference, the Löwdin charges in units of e are: number 1, C, carries -0.31; number 2, C, carries -0.25; number 3, C, carries -0.14; number 4, H, carries 0.10; number 5, H, carries 0.10; number 6, H, carries 0.11; number 7, H, carries 0.12; number 8, H, carries 0.13; number 9, H, carries 0.18; number 10, H, carries 0.12; number 11, N, carries -0.03; number 12, O, carries -0.14

3.
This record from the Open Molecules 2025 dataset describes a single C5H8N2O molecule at a distorted geometry. The level of theory is wB97M-V/def2-TZVPD.

Results
- HOMO level (eV) = -7.74
- SMILES = CNn1cccc1O
- E_tot (eV) = -10340.6887
- multiplicity = 1

Structure (XYZ):
```
16
C5H8N2O (wB97M-V/def2-TZVPD)
C 2.162 -0.189 0.478
C -0.652 -1.236 -0.249
C -1.979 -1.045 0.057
C -2.174 0.405 0.193
C -0.978 0.972 0.001
H 2.015 -1.272 0.633
H 3.222 -0.003 0.150
H 2.034 0.273 1.454
H 1.485 0.126 -1.477
H -0.129 -2.111 -0.667
H -2.795 -1.768 0.104
H -3.082 0.889 0.484
H 0.292 2.271 -0.253
N 1.276 0.405 -0.489
N -0.037 0.005 -0.353
O -0.660 2.279 -0.065
```

For reference, the Löwdin charges in units of e are: number 1, C, carries -0.10; number 2, C, carries -0.11; number 3, C, carries -0.08; number 4, C, carries -0.04; number 5, C, carries -0.36; number 6, H, carries 0.08; number 7, H, carries 0.10; number 8, H, carries 0.08; number 9, H, carries 0.15; number 10, H, carries 0.11; number 11, H, carries 0.09; number 12, H, carries 0.10; number 13, H, carries 0.10; number 14, N, carries -0.07; number 15, N, carries -0.12; number 16, O, carries 0.08

4.
This record from the Open Molecules 2025 dataset describes a molecular structure, C27H34ClN2O5RhSe3Si2Te. The level of theory is wB97M-V/def2-TZVPD.

Results
- total charge = -2
- HOMO level (alpha / beta) (eV) = -1.72 / -1.84
- E_tot (eV) = -276383.9494
- multiplicity = 5

Structure (XYZ):
```
76
C27H34ClN2O5RhSe3Si2Te (wB97M-V/def2-TZVPD)
Rh -1.875 1.394 -0.360
Se -0.936 3.719 -1.243
Se -0.599 5.326 0.260
Te -4.732 3.837 -1.884
Se -3.785 2.819 0.121
C 4.400 1.480 0.579
C 2.990 2.069 0.456
C 3.067 3.273 -0.496
C 2.520 2.592 1.815
Si 1.739 0.790 -0.258
O 0.224 1.191 -0.068
C 2.038 -0.925 0.546
C 2.400 -1.138 1.879
C 2.501 -2.416 2.420
C 2.251 -3.529 1.628
C 1.883 -3.346 0.301
C 1.764 -2.064 -0.222
C 2.295 0.591 -2.054
C 3.407 -0.168 -2.428
C 3.861 -0.193 -3.741
C 3.204 0.550 -4.714
C 2.089 1.300 -4.367
C 1.641 1.315 -3.053
H 5.093 2.253 0.943
H 4.773 1.137 -0.391
H 4.450 0.636 1.271
H 3.735 4.036 -0.069
H 2.089 3.740 -0.645
H 3.462 2.989 -1.474
H 3.220 3.358 2.184
H 2.453 1.806 2.572
H 1.533 3.051 1.727
H 2.608 -0.291 2.523
H 2.784 -2.539 3.461
H 2.334 -4.527 2.044
H 1.674 -4.201 -0.332
H 1.441 -1.945 -1.254
H 3.927 -0.762 -1.681
H 4.722 -0.797 -4.005
H 3.547 0.525 -5.742
H 1.548 1.856 -5.123
H 0.749 1.879 -2.800
N -1.068 0.273 2.674
C -0.354 0.554 3.781
C -0.323 1.925 3.889
C -1.050 2.387 2.774
N -1.491 1.375 2.050
H -1.246 -0.627 2.266
H 0.086 -0.230 4.376
H 0.179 2.509 4.643
H -1.245 3.396 2.436
O -1.702 0.902 -2.969
Cl -1.391 -0.518 -2.969
O -0.376 -0.802 -3.940
O -2.580 -1.272 -3.264
O -0.916 -0.848 -1.646
C -4.563 0.024 1.689
Si -3.739 -0.137 -0.022
C -5.084 -0.186 -1.336
C -3.165 -1.960 0.157
C -1.896 -2.376 0.572
C -1.639 -3.692 0.937
C -2.641 -4.650 0.856
C -3.895 -4.276 0.397
C -4.147 -2.950 0.064
H -5.304 -0.780 1.786
H -5.066 0.982 1.833
H -3.833 -0.101 2.495
H -5.961 -0.737 -0.977
H -4.708 -0.659 -2.245
H -5.401 0.827 -1.587
H -1.061 -1.681 0.544
H -0.643 -3.965 1.261
H -2.439 -5.681 1.128
H -4.685 -5.014 0.302
H -5.143 -2.685 -0.278
```

For reference, the Löwdin charges in units of e are: number 1, Rh, carries 0.39; number 2, Se, carries 0.01; number 3, Se, carries -0.12; number 4, Te, carries 0.10; number 5, Se, carries -0.13; number 6, C, carries -0.10; number 7, C, carries -0.59; number 8, C, carries -0.10; number 9, C, carries -0.10; number 10, Si, carries 0.43; number 11, O, carries -0.46; number 12, C, carries -0.18; number 13, C, carries -0.11; number 14, C, carries -0.11; number 15, C, carries -0.13; number 16, C, carries -0.11; number 17, C, carries -0.10; number 18, C, carries -0.21; number 19, C, carries -0.11; number 20, C, carries -0.11; number 21, C, carries -0.11; number 22, C, carries -0.09; number 23, C, carries -0.10; number 24, H, carries 0.07; number 25, H, carries 0.06; number 26, H, carries 0.06; number 27, H, carries 0.08; number 28, H, carries 0.03; number 29, H, carries 0.07; number 30, H, carries 0.08; number 31, H, carries 0.05; number 32, H, carries 0.06; number 33, H, carries 0.08; number 34, H, carries 0.09; number 35, H, carries 0.09; number 36, H, carries 0.10; number 37, H, carries 0.10; number 38, H, carries 0.10; number 39, H, carries 0.09; number 40, H, carries 0.09; number 41, H, carries 0.10; number 42, H, carries 0.06; number 43, N, carries 0.01; number 44, C, carries -0.12; number 45, C, carries -0.08; number 46, C, carries -0.16; number 47, N, carries -0.03; number 48, H, carries 0.12; number 49, H, carries 0.11; number 50, H, carries 0.09; number 51, H, carries 0.05; number 52, O, carries -0.41; number 53, Cl, carries 0.65; number 54, O, carries -0.33; number 55, O, carries -0.34; number 56, O, carries -0.40; number 57, C, carries -0.26; number 58, Si, carries 0.43; number 59, C, carries -0.23; number 60, C, carries -0.27; number 61, C, carries -0.12; number 62, C, carries -0.08; number 63, C, carries -0.12; number 64, C, carries -0.11; number 65, C, carries -0.11; number 66, H, carries 0.02; number 67, H, carries -0.02; number 68, H, carries 0.01; number 69, H, carries 0.02; number 70, H, carries 0.02; number 71, H, carries -0.05; number 72, H, carries 0.07; number 73, H, carries 0.08; number 74, H, carries 0.09; number 75, H, carries 0.09; number 76, H, carries 0.09